Below is a cluster of 2 separate species, C4H8NO2 in total at a distorted geometry, with properties calculated with ωB97M-V with the def2-TZVPD basis set.

Geometry (Å):
H 0.667 -1.565 -0.219
C 0.922 0.535 -0.120
H -0.512 2.168 -0.577
C 0.814 -0.760 0.619
O -0.429 0.115 -4.192
H 0.348 2.040 0.995
O 0.131 -0.163 -2.008
C -0.319 -0.961 1.601
H 1.898 -0.949 0.922
H -1.279 -0.659 1.139
H -0.357 -1.950 1.932
C -0.173 -0.063 -3.110
H -1.071 0.958 0.400
H -0.419 -0.211 2.448
N -0.222 1.465 0.169

LUMO = -4.9 eV
net charge = +1
gap between HOMO and LUMO = 9.062 eV
energy above the lowest of the compared OMol25 structures with the same formula, charge and spin = 4.435 eV

Below is a cluster of 2 separate species, C4H8NO2 in total at a distorted geometry, with properties calculated with ωB97M-V with the def2-TZVPD basis set.

Geometry (Å):
H 2.702 -0.800 -1.108
C 1.812 1.130 0.441
H 1.109 -1.831 -1.263
H -3.546 0.342 0.563
C -0.763 0.609 0.212
H 1.630 1.087 1.509
O -1.496 -0.312 -0.112
H -3.364 -1.351 0.345
H 2.806 0.947 0.353
C -3.044 -0.383 -0.058
H 1.502 2.061 0.127
O -0.595 1.702 0.564
C 1.631 -0.959 -0.881
H -3.274 -0.252 -1.071
N 1.097 -0.015 -0.219

LUMO = -3.9 eV
net charge = +1
gap between HOMO and LUMO = 11.555 eV
energy above the lowest of the compared OMol25 structures with the same formula, charge and spin = 3.110 eV

Below is a cluster of 2 separate species, C4H8NO2 in total at a distorted geometry, with properties calculated with ωB97M-V with the def2-TZVPD basis set.

Geometry (Å):
O 1.231 0.083 -1.872
N -1.316 0.047 -1.098
C -1.813 1.417 -0.807
C 1.522 -0.107 -0.722
H -1.361 -0.285 -2.108
O 0.565 -1.455 2.606
H -1.893 -0.651 -0.536
C 0.984 -0.443 0.533
H -1.002 2.052 -1.306
H -2.790 1.622 -1.310
H 1.122 -1.993 3.174
H -1.687 1.490 0.265
H 2.550 0.135 -0.339
H 2.488 -0.940 1.777
C 1.401 -0.973 1.742

LUMO (spin up / spin down) = -6.9 / -7.0 eV
net charge = +1
gap between HOMO and LUMO (spin up / spin down) = 7.000 / 6.700 eV
energy above the lowest of the compared OMol25 structures with the same formula, charge and spin = 6.087 eV